Record 1
DFT (ωB97M-V with the def2-TZVPD basis set) results for a 10-piece molecular cluster, C37H74O17 overall in a non-equilibrium geometry.

Bonds (Å) are listed after each position.
Positions of all 128 atoms, in Å:
1 C 43.55 26.62 48.29  C2 1.522, H7 1.172, H8 1.043, H9 1.069
2 C 42.93 25.36 47.69  C1 1.522, O3 1.452, H10 1.129, H11 1.113
3 O 43.14 24.26 48.60  C2 1.452, C4 1.331
4 C 44.32 23.65 48.55  O3 1.331, C5 1.502, O6 1.224
5 C 44.48 22.67 49.68  C4 1.502, H12 1.038, H13 1.041, H14 1.156
6 O 45.28 23.80 47.79  C4 1.224
7 H 43.08 26.81 49.35  C1 1.172
8 H 43.25 27.50 47.83  C1 1.043
9 H 44.60 26.43 48.42  C1 1.069
10 H 41.87 25.49 47.32  C2 1.129
11 H 43.42 25.14 46.72  C2 1.113
12 H 45.44 22.26 49.76  C5 1.038
13 H 43.89 21.82 49.59  C5 1.041
14 H 44.16 22.85 50.77  C5 1.156
15 C 39.41 36.20 46.85  C16 1.562, H21 1.003, H22 0.996, H23 0.955
16 C 40.02 36.42 45.43  C15 1.562, O17 1.431, H24 1.212, H25 1.200
17 O 41.42 36.72 45.54  C16 1.431, C18 1.274
18 C 42.20 36.67 44.54  O17 1.274, C19 1.453, O20 1.231
19 C 43.49 37.28 44.82  C18 1.453, H26 1.092, H27 1.146, H28 0.972
20 O 41.79 36.40 43.41  C18 1.231
21 H 38.44 36.06 46.63  C15 1.003
22 H 39.23 36.91 47.52  C15 0.996
23 H 39.84 35.55 47.40  C15 0.955
24 H 39.99 35.46 44.69  C16 1.212
25 H 39.76 37.40 44.78  C16 1.200
26 H 44.19 36.44 44.76  C19 1.092
27 H 43.61 37.67 45.90  C19 1.146
28 H 43.63 37.89 44.08  C19 0.972
29 C 46.15 26.96 51.56  C30 1.512, H35 0.989, H36 1.084, H37 1.109
30 C 44.92 26.08 51.56  C29 1.512, O31 1.477, H38 0.889, H39 1.083
31 O 43.71 26.77 52.03  C30 1.477, C32 1.293
32 C 42.72 26.03 52.39  O31 1.293, C33 1.605, O34 1.202
33 C 41.36 26.88 52.54  C32 1.605, H40 1.101, H41 1.074, H42 0.965
34 O 42.64 24.83 52.45  C32 1.202
35 H 46.98 26.43 51.40  C29 0.989
36 H 46.24 27.55 52.46  C29 1.084
37 H 46.21 27.58 50.64  C29 1.109
38 H 44.89 25.84 50.70  C30 0.889
39 H 45.14 25.23 52.20  C30 1.083
40 H 41.55 27.97 52.51  C33 1.101
41 H 40.92 26.39 53.39  C33 1.074
42 H 40.78 26.73 51.79  C33 0.965
43 C 38.50 31.94 45.96  C44 1.493, H49 1.148, H50 1.169, H51 1.182
44 C 38.23 31.93 44.50  C43 1.493, O45 1.336, H52 1.036, H53 1.027
45 O 38.81 32.86 43.73  C44 1.336, C46 1.357
46 C 38.67 32.89 42.38  O45 1.357, C47 1.464, O48 1.196
47 C 39.26 34.11 41.83  C46 1.464, H54 1.074, H55 1.129, H56 1.099
48 O 37.98 32.18 41.71  C46 1.196
49 H 39.63 32.04 46.09  C43 1.148
50 H 37.93 31.07 46.50  C43 1.169
51 H 38.06 33.03 46.10  C43 1.182
52 H 38.38 30.98 44.10  C44 1.036
53 H 37.22 32.04 44.35  C44 1.027
54 H 39.28 34.98 42.46  C47 1.074
55 H 38.66 34.48 40.95  C47 1.129
56 H 40.30 33.90 41.54  C47 1.099
57 C 45.63 30.13 47.60  C58 1.494, H63 1.205, H64 1.150, H65 1.203
58 C 46.84 29.28 47.76  C57 1.494, O59 1.404, H66 1.035, H67 1.161
59 O 47.85 30.25 47.90  C58 1.404, C60 1.271
60 C 48.98 29.67 48.04  O59 1.271, C61 1.515, O62 1.238
61 C 50.17 30.59 48.18  C60 1.515, H68 1.087, H69 1.091, H70 1.020
62 O 49.32 28.48 47.96  C60 1.238
63 H 45.66 30.60 46.49  C57 1.205
64 H 45.64 31.00 48.36  C57 1.150
65 H 44.70 29.40 47.37  C57 1.203
66 H 46.87 28.60 48.53  C58 1.035
67 H 47.01 28.63 46.81  C58 1.161
68 H 50.26 31.26 47.33  C61 1.087
69 H 51.05 30.01 48.48  C61 1.091
70 H 49.80 31.14 48.96  C61 1.020
71 C 43.20 29.88 50.05  C72 1.447, H77 1.146, H78 1.044, H79 1.186
72 C 42.91 31.28 49.84  C71 1.447, O73 1.490, H80 1.108, H81 1.023
73 O 42.98 31.82 48.45  C72 1.490, C74 1.356
74 C 42.46 33.01 48.07  O73 1.356, C75 1.507, O76 1.230
75 C 42.61 33.19 46.58  C74 1.507, H82 0.986, H83 0.970, H84 1.168
76 O 41.85 33.81 48.78  C74 1.230
77 H 43.05 29.46 51.10  C71 1.146
78 H 44.12 29.58 49.66  C71 1.044
79 H 42.52 29.42 49.20  C71 1.186
80 H 41.96 31.69 50.23  C72 1.108
81 H 43.54 31.98 50.25  C72 1.023
82 H 43.44 32.73 46.31  C75 0.986
83 H 42.66 34.15 46.45  C75 0.970
84 H 41.64 32.65 46.23  C75 1.168
85 C 38.45 30.68 50.06  C86 1.639, H91 0.987, H92 1.074, H93 0.890
86 C 39.21 29.25 49.87  C85 1.639, O87 1.437, H94 1.170, H95 1.172
87 O 39.69 29.32 48.51  C86 1.437, C88 1.391
88 C 40.23 28.16 47.95  O87 1.391, C89 1.517, O90 1.263
89 C 40.62 28.26 46.49  C88 1.517, H96 1.024, H97 1.129, H98 1.095
90 O 40.45 27.14 48.66  C88 1.263
91 H 38.15 30.67 51.00  C85 0.987
92 H 37.62 30.68 49.37  C85 1.074
93 H 38.89 31.45 49.98  C85 0.890
94 H 40.02 28.86 50.61  C86 1.170
95 H 38.36 28.44 49.95  C86 1.172
96 H 40.02 28.94 46.00  C89 1.024
97 H 40.55 27.26 45.98  C89 1.129
98 H 41.66 28.58 46.55  C89 1.095
99 C 44.92 35.24 51.72  C100 1.508, H103 1.094, H104 1.129, H105 1.128
100 C 46.03 34.62 52.52  C99 1.508, C101 1.485, O102 1.397
101 C 47.38 35.25 52.55  C100 1.485, H106 1.089, H107 0.955, H108 1.119
102 O 45.85 33.41 53.21  C100 1.397
103 H 45.49 35.40 50.80  C99 1.094
104 H 44.48 36.15 52.23  C99 1.129
105 H 44.08 34.50 51.57  C99 1.128
106 H 47.30 36.27 52.90  C101 1.089
107 H 48.01 35.08 51.85  C101 0.955
108 H 47.97 34.55 53.19  C101 1.119
109 C 37.76 31.22 54.51  C110 1.529, H113 1.070, H114 1.102, H115 1.017
110 C 39.15 30.90 53.97  C109 1.529, C111 1.538, O112 1.403
111 C 39.91 32.08 53.35  C110 1.538, H116 1.178, H117 0.957, H118 1.141
112 O 39.66 29.59 53.86  C110 1.403
113 H 37.26 30.33 54.84  C109 1.070
114 H 37.35 31.95 53.80  C109 1.102
115 H 37.68 31.87 55.28  C109 1.017
116 H 40.32 32.93 54.07  C111 1.178
117 H 39.50 32.54 52.62  C111 0.957
118 H 40.94 31.76 52.98  C111 1.141
119 C 46.40 32.48 42.50  C120 1.492, H123 0.985, H124 0.991, H125 1.169
120 C 45.33 32.95 43.42  C119 1.492, C121 1.461, O122 1.331
121 C 43.99 33.09 42.87  C120 1.461, H126 1.087, H127 1.076, H128 1.153
122 O 45.59 33.38 44.65  C120 1.331
123 H 47.20 32.29 43.04  C119 0.985
124 H 46.72 33.04 41.74  C119 0.991
125 H 45.99 31.41 42.26  C119 1.169
126 H 43.63 32.07 42.71  C121 1.087
127 H 43.97 33.69 41.98  C121 1.076
128 H 43.28 33.62 43.61  C121 1.153

## Properties
ΔE to the lowest compared entry with this formula, charge and spin	390.3	kcal/mol
LUMO energy	0.20	eV
net charge	0
energy	-74360.75127	eV
Kohn-Sham gap	9.912	eV
spin multiplicity	1



Record 2
DFT (ωB97M-V with the def2-TZVPD basis set) results for a 9-piece molecular cluster, C37H76Cl4NO12S6 overall in a non-equilibrium geometry.

Bonds (Å) are listed after each position.
Positions of all 136 atoms, in Å:
1 C 1.32 -3.09 -3.04  C2 1.533, H11 1.099, H12 1.084, H13 1.091
2 C 1.51 -3.22 -1.52  C1 1.533, C3 1.517, H14 1.088, H15 1.093
3 C 0.35 -2.56 -0.79  C2 1.517, C4 1.547, H16 1.098, H17 1.092
4 C 0.79 -1.33 0.04  C3 1.547, N5 1.514, H18 1.094, H19 1.091
5 N -0.20 -0.21 0.26  C4 1.514, C6 1.525, C9 1.544, C10 1.482
6 C -1.53 -0.59 0.90  N5 1.525, C7 1.519, H20 1.088, H21 1.089
7 C -2.63 -0.41 -0.13  C6 1.519, C8 1.511, H22 1.090, H23 1.089
8 C -2.06 0.66 -1.04  C7 1.511, C9 1.514, H24 1.095, H25 1.093
9 C -0.56 0.46 -1.08  N5 1.544, C8 1.514, H26 1.087, H27 1.086
10 C 0.45 0.77 1.17  N5 1.482, H28 1.089, H29 1.093, H30 1.087
11 H 2.16 -3.64 -3.47  C1 1.099
12 H 1.37 -2.11 -3.51  C1 1.084
13 H 0.46 -3.63 -3.44  C1 1.091
14 H 2.45 -2.89 -1.09  C2 1.088
15 H 1.43 -4.27 -1.25  C2 1.093
16 H -0.05 -3.22 0.00  C3 1.098
17 H -0.56 -2.31 -1.34  C3 1.092
18 H 1.59 -0.78 -0.45  C4 1.094
19 H 1.23 -1.69 0.97  C4 1.091
20 H -1.73 0.11 1.69  C6 1.088
21 H -1.41 -1.58 1.35  C6 1.089
22 H -3.59 -0.02 0.22  C7 1.090
23 H -2.89 -1.34 -0.64  C7 1.089
24 H -2.25 1.71 -0.81  C8 1.095
25 H -2.57 0.72 -2.00  C8 1.093
26 H -0.02 1.39 -1.26  C9 1.087
27 H -0.23 -0.21 -1.87  C9 1.086
28 H 1.52 0.92 1.03  C10 1.089
29 H 0.43 0.33 2.17  C10 1.093
30 H -0.12 1.68 1.23  C10 1.087
31 C 4.35 2.70 -2.93  C32 1.536, C37 1.532, H38 1.097, H39 1.094
32 C 4.87 1.87 -4.12  C31 1.536, C33 1.517, H40 1.091, H41 1.089
33 C 3.76 0.97 -4.62  C32 1.517, S34 1.838, H42 1.088, H43 1.089
34 S 2.82 0.49 -3.12  C33 1.838, O35 1.465, O36 1.438, C37 1.857
35 O 3.22 -0.80 -2.55  S34 1.465
36 O 1.40 0.56 -3.35  S34 1.438
37 C 3.38 1.91 -2.05  C31 1.532, S34 1.857, H44 1.099, H45 1.087
38 H 3.92 3.63 -3.32  C31 1.097
39 H 5.17 3.15 -2.36  C31 1.094
40 H 5.76 1.35 -3.74  C32 1.091
41 H 5.26 2.59 -4.84  C32 1.089
42 H 4.06 0.05 -5.12  C33 1.088
43 H 3.01 1.45 -5.25  C33 1.089
44 H 4.00 1.27 -1.42  C37 1.099
45 H 2.73 2.40 -1.33  C37 1.087
46 C 4.94 3.14 4.57  C47 1.526, C52 1.531, H53 1.092, H54 1.092
47 C 5.30 2.14 3.47  C46 1.526, C48 1.541, H55 1.091, H56 1.087
48 C 4.53 0.86 3.85  C47 1.541, S49 1.834, H57 1.089, H58 1.090
49 S 3.02 1.38 4.75  C48 1.834, O50 1.458, O51 1.461, C52 1.806
50 O 3.05 0.87 6.11  S49 1.458
51 O 1.87 1.16 3.87  S49 1.461
52 C 3.42 3.14 4.78  C46 1.531, S49 1.806, H59 1.084, H60 1.093
53 H 5.31 4.11 4.22  C46 1.092
54 H 5.38 2.93 5.54  C46 1.092
55 H 6.37 1.92 3.55  C47 1.091
56 H 5.12 2.48 2.46  C47 1.087
57 H 5.05 0.17 4.51  C48 1.089
58 H 4.21 0.28 2.99  C48 1.090
59 H 3.00 3.68 5.62  C52 1.084
60 H 3.04 3.59 3.86  C52 1.093
61 C -6.98 -1.73 -3.91  C62 1.528, C67 1.530, H68 1.086, H69 1.093
62 C -6.45 -2.36 -2.62  C61 1.528, C63 1.550, H70 1.086, H71 1.092
63 C -6.25 -1.23 -1.58  C62 1.550, S64 1.825, H72 1.087, H73 1.087
64 S -6.10 0.31 -2.54  C63 1.825, O65 1.455, O66 1.462, C67 1.849
65 O -4.78 0.85 -2.28  S64 1.455
66 O -7.33 1.08 -2.30  S64 1.462
67 C -6.15 -0.48 -4.20  C61 1.530, S64 1.849, H74 1.092, H75 1.086
68 H -8.04 -1.53 -3.89  C61 1.086
69 H -6.73 -2.47 -4.68  C61 1.093
70 H -5.59 -3.03 -2.64  C62 1.086
71 H -7.29 -2.97 -2.27  C62 1.092
72 H -5.33 -1.31 -0.99  C63 1.087
73 H -7.12 -1.17 -0.94  C63 1.087
74 H -5.11 -0.78 -4.38  C67 1.092
75 H -6.40 0.22 -4.99  C67 1.086
76 C -1.51 -6.70 0.01  C77 1.547, C82 1.543, H83 1.093, H84 1.091
77 C -1.79 -7.07 -1.47  C76 1.547, C78 1.516, H85 1.094, H86 1.085
78 C -2.40 -5.87 -2.16  C77 1.516, S79 1.748, H87 1.094, H88 1.090
79 S -3.39 -5.03 -0.98  C78 1.748, O80 1.457, O81 1.455, C82 1.847
80 O -4.82 -5.33 -1.02  S79 1.457
81 O -2.93 -3.66 -0.98  S79 1.455
82 C -2.67 -5.82 0.52  C76 1.543, S79 1.847, H89 1.088, H90 1.085
83 H -0.53 -6.25 0.21  C76 1.093
84 H -1.45 -7.62 0.60  C76 1.091
85 H -2.54 -7.85 -1.32  C77 1.094
86 H -0.94 -7.49 -1.98  C77 1.085
87 H -3.04 -6.04 -3.03  C78 1.094
88 H -1.61 -5.22 -2.55  C78 1.090
89 H -3.48 -6.44 0.90  C82 1.088
90 H -2.46 -4.95 1.14  C82 1.085
91 C 2.45 6.10 -1.31  C92 1.538, C97 1.521, H98 1.100, H99 1.095
92 C 3.98 6.23 -1.14  C91 1.538, C93 1.538, H100 1.090, H101 1.088
93 C 4.40 5.19 -0.09  C92 1.538, S94 1.844, H102 1.088, H103 1.094
94 S 2.94 4.94 1.01  C93 1.844, O95 1.456, O96 1.447, C97 1.832
95 O 3.11 5.60 2.30  S94 1.456
96 O 2.52 3.55 1.02  S94 1.447
97 C 1.84 6.06 0.08  C91 1.521, S94 1.832, H104 1.089, H105 1.085
98 H 2.22 5.26 -1.97  C91 1.100
99 H 1.94 6.83 -1.95  C91 1.095
100 H 4.17 7.26 -0.86  C92 1.090
101 H 4.50 6.05 -2.08  C92 1.088
102 H 5.26 5.25 0.57  C93 1.088
103 H 4.50 4.20 -0.54  C93 1.094
104 H 2.09 6.96 0.65  C97 1.089
105 H 0.78 5.82 0.08  C97 1.085
106 C -6.50 1.42 2.51  C107 1.550, C112 1.546, H113 1.087, H114 1.092
107 C -6.27 2.05 1.11  C106 1.550, C108 1.522, H115 1.088, H116 1.094
108 C -5.36 3.26 1.27  C107 1.522, S109 1.810, H117 1.099, H118 1.085
109 S -4.08 2.68 2.42  C108 1.810, O110 1.443, O111 1.458, C112 1.815
110 O -3.71 3.73 3.33  S109 1.443
111 O -3.05 2.02 1.63  S109 1.458
112 C -5.13 1.43 3.23  C106 1.546, S109 1.815, H119 1.086, H120 1.088
113 H -7.05 0.51 2.31  C106 1.087
114 H -7.14 2.10 3.08  C106 1.092
115 H -7.20 2.30 0.63  C107 1.088
116 H -5.75 1.30 0.50  C107 1.094
117 H -5.86 3.98 1.93  C108 1.099
118 H -5.09 3.84 0.40  C108 1.085
119 H -5.18 1.80 4.26  C112 1.086
120 H -4.61 0.49 3.10  C112 1.088
121 Cl 5.27 -2.00 1.40  C122 1.791
122 C 5.39 -2.36 -0.35  Cl121 1.791, C123 1.506, H125 1.086, H126 1.092
123 C 6.63 -1.75 -0.96  C122 1.506, Cl124 1.762, H127 1.092, H128 1.090
124 Cl 6.42 0.00 -1.12  C123 1.762
125 H 4.48 -2.10 -0.89  C122 1.086
126 H 5.48 -3.44 -0.43  C122 1.092
127 H 6.83 -2.11 -1.97  C123 1.092
128 H 7.55 -2.02 -0.45  C123 1.090
129 Cl -1.81 -2.00 4.27  C130 1.807
130 C -0.27 -2.94 4.46  Cl129 1.807, C131 1.533, H133 1.086, H134 1.083
131 C 0.84 -1.95 4.83  C130 1.533, Cl132 1.803, H135 1.087, H136 1.087
132 Cl 2.36 -2.90 4.98  C131 1.803
133 H 0.04 -3.36 3.51  C130 1.086
134 H -0.39 -3.69 5.23  C130 1.083
135 H 0.81 -1.54 5.84  C131 1.087
136 H 0.91 -1.11 4.15  C131 1.087

## Properties
LUMO energy	-1.57	eV
net charge	+1
energy	-180754.20325	eV
Kohn-Sham gap	10.263	eV
spin multiplicity	1